[1]
Computed, not measured: a cluster of 14 separate species, C54H130N14O10 in total, with wB97M-V/def2-TZVPD.

XYZ file:
```
208
C54H130N14O10 | the OMol25 dataset | wB97M-V/def2-TZVPD
C 10.8621 9.2482 -0.1782
C 8.6314 17.7720 -2.8414
H 3.9228 9.2080 -7.5803
H 14.0425 17.0551 -2.7618
C 11.2466 7.6756 -9.8918
H 10.7378 12.4960 -0.4891
H 15.0047 13.5794 -4.8375
C 8.6068 16.1462 0.6190
H 6.2710 3.4636 -2.5612
H 4.7669 18.8851 -6.4391
H 5.4752 10.9134 -1.1992
H 10.8536 7.3103 -3.7561
H 6.5261 13.9207 -5.8468
C 13.4164 14.6338 -10.7829
H 11.4632 14.6613 -9.0047
C 12.3147 9.8327 -9.8963
H 12.1906 6.1094 -4.0748
H 3.4036 17.9025 -6.9653
N 3.3383 15.1377 -7.2908
H 11.7263 18.0457 -7.6511
H 6.2604 14.5511 -1.6071
C 9.2924 12.5543 -6.6843
C 14.1437 16.5068 -9.3652
H 12.4998 14.8889 -11.3268
H 6.9368 18.6211 -0.9450
H 6.3573 17.0864 -0.4841
C 4.6361 15.4433 -7.8395
H 6.6716 13.2144 -0.4846
H 10.7878 15.8212 0.6465
H 8.6761 6.9389 -4.0634
H 11.7988 10.6816 -7.9801
O 14.1912 17.1344 -8.3184
C 5.2145 17.0500 -4.6419
H 4.1624 12.4648 -3.6805
O 5.9080 12.3166 -9.5128
H 15.3304 15.9213 -3.1176
H 15.0487 14.5794 -6.3356
H 15.0981 16.3456 -0.6431
C 10.0982 10.4144 -2.2046
H 3.0426 16.1304 -3.7796
H 7.9686 4.5441 -1.2780
N 12.2084 7.7576 -5.3174
C 13.5366 7.5496 -5.8468
C 14.9594 14.5870 -5.2471
O 1.2382 15.7876 -6.7238
C 2.7803 16.8801 -4.5303
H 6.4408 14.2167 -12.5714
C 3.8256 18.4424 -6.1161
C 11.8931 7.1554 -4.0243
H 9.9522 14.7445 -0.4751
H 12.3825 15.4436 -7.6638
N 5.0718 12.8617 -1.8719
H 6.8105 17.6563 1.9578
C 10.3036 11.5958 -0.0547
C 9.0809 4.2551 -3.1121
H 8.8140 17.3155 -3.8131
H 11.4351 13.3691 -3.5283
H 6.9715 11.9271 -4.5483
H 5.3883 15.3715 -7.0489
H 4.9071 14.7560 -8.6451
H 4.2191 11.7470 -0.3023
H 14.4749 8.5747 -9.3977
N 13.3725 15.4192 -9.5562
H 10.6982 11.5565 0.9624
H 7.6620 13.0740 -8.8780
N 7.4214 6.0953 -2.5970
H 11.9934 9.8868 -10.9491
C 13.7404 7.8722 -9.7953
H 5.5873 6.1928 -3.6014
C 14.3903 15.7092 -1.1652
H 10.8567 9.3941 0.9143
H 2.4426 16.8829 -7.9256
H 10.3758 8.2960 -9.6700
H 11.7412 16.3393 -3.6025
H 13.8037 8.5396 -11.8699
H 10.5875 11.2223 -2.7538
H 8.3839 16.8060 -6.8678
H 10.9349 6.3835 -8.2051
C 11.4878 18.1178 -6.5890
O 4.5030 7.2912 -7.8700
H 12.8373 14.6506 -5.4023
N 10.0445 18.0803 -6.4738
H 11.1821 7.6508 -10.9955
C 13.9716 7.6252 -11.2934
H 4.7301 4.0965 -3.0836
H 14.2882 14.8375 -11.4008
H 11.7282 8.7703 -7.0268
C 5.6543 4.3639 -2.5718
C 9.8562 15.2832 0.4702
H 8.3330 12.7093 -3.7492
H 14.3082 7.8926 -5.1494
C 9.2355 19.1065 -6.1076
O 11.1440 8.1978 -0.7128
H 5.2230 14.1574 -0.2669
C 5.9717 14.2509 -11.5856
H 8.8866 14.6021 -9.8163
H 3.2298 19.3144 -5.8425
H 9.5902 16.1953 -1.7966
C 7.5828 14.1816 -5.9642
H 6.7164 5.0876 -4.3376
C 7.1461 17.8211 -0.2336
H 7.6940 7.9809 -6.5705
H 13.6675 8.1035 -6.7738
C 2.2721 15.9622 -7.3428
C 8.6457 16.7279 -1.7241
C 12.0158 15.4328 -3.0356
H 7.7324 15.4800 0.5951
H 4.6534 16.4560 -8.2474
H 8.6121 14.9881 -11.5410
H 8.1650 18.8553 -6.1329
H 11.3110 11.6488 -9.3733
H 3.9171 14.2004 -5.5278
H 7.8067 15.9197 -10.3833
H 8.6329 7.7955 -2.4231
H 9.8522 16.2833 -7.5872
H 10.1310 14.3763 -3.0300
H 12.4804 7.6481 -3.2453
H 13.3908 13.5567 -10.6146
C 7.1559 8.1373 -7.5111
C 3.3315 13.9702 -6.4248
H 13.3120 10.2765 -9.8969
H 14.6319 16.8315 -10.2988
C 8.4050 5.1501 -2.0803
H 8.3772 3.5794 -3.6046
N 8.3271 12.9563 -5.8322
H 9.5230 4.8387 -3.9234
H 6.3835 7.9281 -4.4184
H 5.2830 13.4076 -11.5914
H 9.6991 11.5774 -6.3766
H 12.1433 5.8076 -9.3896
O 5.2192 14.1889 -3.7120
H 7.7089 14.6080 -6.9556
C 4.8166 13.1767 -3.1578
N 3.9968 17.5168 -5.0176
H 10.4869 9.5443 -2.7333
C 11.3851 10.6300 -8.9869
H 8.6759 16.6759 1.5660
H 7.6953 9.0276 -4.2694
H 5.4429 4.7217 -1.5665
H 2.2038 17.6508 -4.0154
C 9.4565 16.7563 -6.6878
C 6.8434 18.3838 1.1457
N 5.9753 8.9650 -7.4894
C 6.3611 5.4606 -3.3676
N 12.4218 8.4302 -9.4852
H 11.9520 17.2702 -6.0877
H 13.9481 6.9638 -9.2247
H 13.7772 6.4954 -6.0134
H 10.4087 5.6748 -9.7243
N 10.4576 10.3789 -0.8050
H 7.8569 16.0167 -2.0251
H 14.6694 14.6603 -1.0159
H 3.9346 11.0444 -1.9188
H 10.8773 14.5215 -4.6908
H 9.8607 3.6519 -2.6465
N 13.4171 15.1418 -3.3877
N 8.4728 17.2353 -0.3658
C 4.6323 11.6085 -1.3008
C 6.8723 13.0525 -9.6476
H 15.8202 15.1747 -4.9340
C 11.3472 8.5037 -6.0326
O 9.6902 20.2078 -5.8319
H 9.8139 14.4570 1.1870
H 9.0067 10.4727 -2.1939
C 7.1045 8.3112 -3.6924
H 9.4590 18.4752 -2.7069
H 6.8503 10.8683 -7.8226
H 6.5501 8.7692 -2.8724
H 5.1061 16.4359 -3.7421
H 11.8847 15.6063 -1.9744
N 7.0210 13.9788 -10.6226
H 3.8855 13.1659 -6.9227
C 11.1770 6.2954 -9.2652
H 13.3075 6.8815 -11.7272
C 13.5988 15.1808 -4.8360
C 14.3445 15.9962 -2.6683
H 11.8819 19.0448 -6.1839
O 10.2301 8.8575 -5.6695
H 9.6718 16.1672 -5.7951
C 6.1614 10.3622 -7.1532
C 11.0466 14.3897 -3.6253
H 6.5555 10.4617 -6.1319
H 15.0326 7.4122 -11.4366
H 7.7079 18.3460 -2.8408
H 7.5366 19.1612 1.4775
C 5.8732 13.7159 -1.0330
H 9.2321 11.7720 0.1254
H 10.3668 10.2508 -8.9129
C 12.4442 14.8733 -8.5852
H 12.8759 13.9234 -8.2432
O 6.2441 17.3324 -5.2318
H 6.9059 7.1440 -7.8735
C 4.7306 8.4666 -7.6300
C 8.1439 14.8898 -10.5547
H 9.1815 5.6608 -1.5014
O 9.6805 13.2171 -7.6365
H 7.7630 14.9351 -5.1951
H 8.5420 11.2096 -4.6626
H 2.3299 13.5867 -6.2637
C 8.0305 12.1738 -4.6545
H 13.3864 15.7368 -0.7433
C 8.0877 7.2410 -3.1869
H 5.8684 18.8782 1.1612
H 5.4231 15.1727 -11.4023
H 13.5268 16.2380 -5.1376
H 2.2036 16.3269 -5.2720
H 5.1874 10.8363 -7.0428
H 7.9222 8.6003 -8.1377
```

Output
HOMO level ... -8.125 eV
LUMO energy ... 0.186 eV
Kohn-Sham gap ... 8.311 eV
Energy ... -99441.7471 eV
Relative energy (zero: lowest compared OMol25 entry of this formula, charge and spin) ... 1.927 eV
Spin multiplicity ... 1

Results of the Mulliken charge analysis, in e, for atoms 1 through 4: atom 1 (C): 0.010, atom 2 (C): -1.073, atom 3 (H): 0.362, atom 4 (H): 0.244

[2]
Computed, not measured: a cluster of 10 separate species, C54H132Br2N8O4 in total, with wB97M-V/def2-TZVPD.

XYZ file:
```
200
C54H132Br2N8O4 | the OMol25 dataset | wB97M-V/def2-TZVPD
H 5.3640 3.9907 -3.3388
H -0.9871 -0.9102 3.7161
H -3.5188 -1.8441 6.4547
C -1.5655 -1.3296 4.5422
H -0.7658 -4.8663 3.3200
C 2.4878 6.4143 -4.0047
H 5.2415 5.3077 -4.4332
O 1.9856 5.0831 -3.7858
H -4.2641 -0.6943 -5.6284
C -2.3003 -0.3591 5.4381
H -2.3654 -6.0547 4.5926
H -2.0795 -0.1540 -5.0724
H -0.9199 -1.3374 -5.5719
N -1.4216 -2.1356 6.8738
H -6.3127 3.1361 2.3957
N -2.8061 -2.1620 -5.3663
H 1.6797 -0.0934 -1.9738
H -2.0323 -0.8083 -6.8078
H -1.6998 -5.0665 -0.0818
H 5.7931 4.4936 -7.3996
C -0.6713 -2.0911 5.5134
H -2.6482 -3.3791 -7.1229
H -5.5509 0.8731 3.6883
C 0.6517 7.3232 -1.9934
H -1.0056 -4.2035 7.0029
C -1.2694 1.5653 -1.8674
H -3.1689 -1.3347 -3.4549
H -1.4834 2.4849 -1.3544
C 2.1414 -3.4519 -0.8828
H 0.9174 7.1715 -5.3323
H 1.9492 -0.6330 8.4894
H -1.2943 1.3592 1.0256
H 7.1458 -1.8456 4.9658
C 5.7627 -1.0443 -7.1426
H -0.8669 5.9905 -4.7276
H 2.1885 -1.5560 2.7973
C 0.5532 1.6316 -0.2086
H 0.8481 -3.8758 1.7976
C 1.6321 -1.4583 9.1318
H 0.5177 2.7068 -0.0055
H -8.4248 1.7072 0.5975
H -5.4159 -1.9803 -4.0649
H 0.8613 -6.2764 2.3556
H -4.0674 2.7822 3.8254
H 3.1039 -1.6453 4.7715
H -2.8984 1.5967 3.1412
H 2.2185 0.1882 3.2251
C 6.9307 3.9486 -4.7298
C -2.7624 -2.2511 -3.8765
H -7.3796 1.7446 2.7396
H -0.7831 8.8150 -4.6720
H 1.3689 8.1165 -1.8005
H -0.2153 7.5476 -1.3713
H 1.1816 -1.1367 10.0701
C -0.2827 0.9764 0.8844
H -3.5343 -7.3401 2.1774
H -6.2879 -2.2430 -5.5956
H 7.0075 0.7239 -7.2465
C 5.4774 4.2463 -4.3929
H -1.3095 -1.3372 8.8536
H 7.5790 3.8506 -3.8593
C 4.6265 3.4465 -5.3667
H 1.9958 2.3574 -2.2191
H -2.2261 -3.5648 8.1929
H 5.9080 -1.8713 2.6633
H -1.7526 -2.3565 -3.4880
H 2.7655 -0.2771 1.6463
C -6.8674 2.3093 1.9603
H -5.9495 -4.2670 -4.9916
C -2.3538 -3.3945 -6.0814
H -0.3867 5.3620 -3.1649
H -2.6606 -3.7676 6.4782
H -1.5162 8.5864 -3.0139
H -1.5058 -6.8743 -0.2359
H -4.3301 -1.9639 -6.9020
N 0.1146 7.3441 -3.3964
H 4.0001 4.1021 -5.9710
C -5.3410 -2.3920 -5.0753
H 3.1265 6.4116 -4.8898
H 4.4418 1.2860 3.7362
H -2.2398 -2.0533 4.0723
H 4.9339 -2.2571 6.1617
H 0.2370 1.4104 1.7539
H -0.4086 -0.5246 7.5724
H -3.5790 -5.4364 3.5558
H 4.3423 -2.6647 2.4230
H 3.0876 -3.4165 -1.4229
C 5.9571 0.4530 -7.3572
H -5.0185 2.3803 -0.1708
H 5.8264 0.6301 -8.4304
C -4.9041 0.9953 2.8197
H -8.0924 4.5705 1.5776
H 4.7263 -1.3649 -7.2633
N 5.5812 2.6839 -6.2753
H -2.8095 -0.6396 7.5179
C -7.7827 2.5662 0.7927
H -0.9283 -0.9467 0.7351
C 1.3250 7.3533 -4.3374
H 2.9989 6.7283 -3.1021
C -0.6121 8.6463 -3.6135
H -1.4969 1.6572 -2.9266
H -3.3795 -3.0989 -3.5940
H 6.7439 1.8333 -4.7601
H -6.8602 -0.4781 1.6030
N -5.7110 1.3467 1.5992
C 5.8005 3.4206 -7.5752
H 0.3906 0.0410 -3.2679
C -0.8242 6.2242 -3.6681
C -1.9475 -0.9963 -5.7417
H 1.0288 6.3287 -1.7892
H 2.5854 -3.3102 9.7493
H 3.6028 -1.8748 10.0782
H -1.7281 0.7032 -1.3785
H 1.3204 -3.5444 -1.6003
H -1.2791 -3.4534 -5.9187
H -3.1473 0.1865 5.0276
H -4.3498 3.9252 1.8395
H -2.9230 3.0767 1.3005
H -7.2580 2.7667 -0.1459
C -4.1952 -1.7619 -5.8437
O -0.1720 -0.4120 1.0905
C 4.7996 0.5748 2.9978
C -1.8532 -3.5498 7.1725
H 4.5956 0.9318 1.9906
H 3.3510 -2.4731 8.4295
C -8.6607 3.8038 1.0487
H 3.9255 2.7697 -4.8810
H 7.4679 4.7082 -5.3031
H -3.9348 1.1793 0.5568
H -2.9458 -6.1608 0.4398
H -1.2975 -8.3090 1.5486
H 6.2880 -1.6004 -7.9208
H 2.0139 -2.4370 -0.4819
H -0.5958 -7.5929 3.0640
H 6.7279 3.1066 -8.0359
H -2.0194 -4.2527 2.2577
C 6.8751 2.6412 -5.4853
C -3.8460 2.1130 2.9985
C 4.0545 -1.1338 4.6449
C 4.8946 -1.7267 2.3201
H 0.3420 -3.1568 8.9761
C -6.2011 0.0874 0.9539
C 0.3542 -5.9263 1.4584
H -1.7864 6.4195 -3.2094
C -2.6297 -1.2419 6.6314
C -1.8687 -6.0441 0.3658
H 5.2290 -3.0149 4.6683
H 3.9865 1.3715 -6.7901
H 5.0343 0.9026 -5.4822
H 5.8691 0.4304 3.1148
Br -0.4020 4.8113 -0.3481
C 2.8758 -2.3166 9.4061
C 0.9340 2.5080 -2.4076
H 0.6415 3.4128 -1.8698
C -1.3168 -7.4868 2.2575
H 0.6887 2.4940 -3.4641
N 4.1212 -0.7614 3.1600
H -0.0129 -4.0867 0.3268
C 0.6370 0.0981 -2.2111
C -2.6247 -5.9657 3.5358
N 0.1944 1.3958 -1.6736
H 6.1963 -1.3959 -6.2054
O -5.1134 -3.8002 -5.1025
N -1.1233 -6.1121 1.6329
H 0.6737 -6.6832 0.7321
H -6.6676 0.3954 0.0238
C 2.0815 -4.5391 0.1538
H 1.6776 8.3844 -4.2896
H -0.4643 -3.1124 5.2148
H 7.7370 2.3908 -6.0928
H -5.2794 -0.4547 0.7129
H -9.5580 3.6228 1.6402
H -0.0215 9.4624 -3.2007
H -9.0191 4.2179 0.1087
C 5.1940 -2.0173 5.1187
C 0.6015 -2.2862 8.3613
H 2.8764 -4.4271 0.9018
C -4.6519 1.9776 0.7701
C 2.7122 -0.6135 2.6798
Br -2.8521 -2.0903 -0.2616
H 2.2991 -5.5424 -0.2199
C -3.9298 2.9378 1.6839
H 0.0549 -0.6793 -1.7066
H -1.6841 0.4713 5.8040
O 6.3773 -1.2631 5.0130
H 1.5888 1.2840 -0.1763
H 1.5883 4.6888 -4.5679
H 1.0453 -2.8011 7.4974
H 4.8942 3.1903 -8.1329
H -4.4725 0.0160 2.6156
C -2.6991 -7.3454 2.8784
C 5.0345 1.2918 -6.5059
H -2.9841 -8.1156 3.5924
C 0.7578 -4.5585 0.9429
C -0.6385 -1.4980 8.0137
C -1.6119 -5.1611 2.6999
H 4.7594 -1.4055 1.2917
H 4.1253 -0.2203 5.2295
H -2.7975 -4.2448 -5.5725
H 0.2273 -1.5331 5.7716
```

Output
HOMO level ... -18.432 eV
LUMO energy ... -10.649 eV
Kohn-Sham gap ... 7.782 eV
Energy ... -218275.9311 eV
Total charge ... +6
Spin multiplicity ... 1

Results of the Mulliken charge analysis, in e, for atoms 1 through 4: atom 1 (H): 0.334, atom 2 (H): -0.176, atom 3 (H): 0.380, atom 4 (C): 0.735

Question: Among the records above, which one has the lowest energy?
Answer: C54H132Br2N8O4

Question: Which formula does entry 2 have?
Answer: C54H132Br2N8O4